1.
Here is a molecular structure, C18H44CeClNO3P2 from the Open Molecules 2025 dataset. Energies are from ωB97M-V/def2-TZVPD.

Molar mass, g mol⁻¹: 560.07
HOMO-LUMO gap (alpha / beta), eV: 5.44 / 5.32
Energy above the lowest of the compared OMol25 structures with the same formula, charge and spin, eV: 0.0000
⟨S²⟩: 0.753

ORCA input file:
```
! wB97M-V def2-TZVPD RIJCOSX def2/J DEFGRID3
* xyz -1 2
C 1.130 -1.562 -4.911
C 1.773 -0.652 3.688
H -0.929 2.116 -5.190
H 1.273 1.634 -4.476
H -0.494 1.914 4.383
H 1.780 -0.767 -5.307
P -0.841 -0.679 2.729
H -0.449 -3.216 1.116
C -3.087 -0.033 4.292
H 3.093 -1.802 -3.251
H -1.408 1.971 2.140
H -0.997 1.566 -0.310
H -1.656 -2.308 5.193
H 0.766 1.950 3.115
H 3.003 1.149 -1.964
H -2.647 0.664 -2.081
H -1.333 -3.951 4.612
O 1.810 1.316 0.442
C -1.219 1.059 -5.228
H -2.661 2.320 3.352
C -0.195 -3.319 2.179
H -0.507 0.519 -5.865
H -4.006 0.570 4.360
H 1.628 3.690 -3.091
H 1.087 -1.413 0.351
C -2.402 1.665 2.505
P 0.233 0.203 -2.903
N 2.870 2.140 0.874
C -2.347 1.229 -2.977
H 2.103 -2.819 -2.183
C 0.922 2.909 -2.774
C -2.470 0.176 2.908
H 0.175 -1.544 -5.449
H 2.125 -0.445 2.664
H 1.807 -1.737 3.869
H -3.360 -1.083 4.454
C 1.378 1.575 -3.382
H -3.094 -0.350 2.160
H 2.390 -1.126 -1.761
H 0.856 -3.034 2.314
H -0.078 3.208 -3.120
C 0.456 1.471 4.055
O 2.644 3.347 0.889
H -2.202 1.017 -5.722
H 3.434 2.198 -3.308
H -2.415 0.290 5.101
C -1.121 -2.479 3.068
C 2.200 -1.807 -2.606
H 1.225 1.737 4.795
H -0.296 -4.377 2.459
H -2.163 -2.625 2.733
H 3.261 0.455 -3.595
C 0.384 -0.056 3.959
Cl -1.966 -1.570 -0.593
H 0.121 -2.136 -3.098
H 0.937 2.891 -1.673
C 0.927 -1.440 -3.400
H -1.725 -0.595 -3.943
O 3.904 1.571 1.193
H 2.492 -0.181 4.373
H -1.926 2.192 -2.658
H 1.618 -2.526 -5.121
H 0.007 -0.454 4.913
C -1.353 0.440 -3.837
Ce 0.046 0.074 0.023
H 0.017 -2.854 4.906
H -3.115 1.872 1.691
C -1.013 -2.901 4.533
H -3.249 1.436 -3.574
C 2.847 1.309 -3.041
*
```



2.
Here is C4H10 in the gas phase from the Open Molecules 2025 dataset. Energies are from ωB97M-V/def2-TZVPD.

Molar mass, g mol⁻¹: 58.12
HOMO-LUMO gap, eV: 11.84
Energy above the lowest of the compared OMol25 structures with the same formula, charge and spin, eV: 2.1044
SMILES: CCCC

ORCA input file:
```
! wB97M-V def2-TZVPD RIJCOSX def2/J DEFGRID3
* xyz 0 1
H -1.008 -1.510 -0.142
C 0.688 0.670 0.370
H -0.621 0.554 -1.406
H 1.020 1.799 0.097
C -0.692 0.600 -0.306
H -1.361 1.491 -0.305
H 0.815 0.428 1.481
H -1.775 -0.414 1.253
C 1.591 -0.466 -0.213
H 2.634 -0.539 0.600
H 1.143 -1.557 -0.084
H -2.638 -0.368 -0.286
C -1.605 -0.488 0.140
H 1.809 -0.202 -1.199
*
```



3.
Here is 2 unconnected molecules or ions with the total composition C14H16 from the Open Molecules 2025 dataset. Energies are from ωB97M-V/def2-TZVPD.

Molar mass, g mol⁻¹: 184.28
HOMO-LUMO gap, eV: 9.83
Energy above the lowest of the compared OMol25 structures with the same formula, charge and spin, eV: 2.9352
SMILES: Cc1ccccc1.Cc1ccccc1

ORCA input file:
```
! wB97M-V def2-TZVPD RIJCOSX def2/J DEFGRID3
* xyz 0 1
C -0.440 -2.139 -0.281
C -0.747 -3.137 -2.521
H -1.035 -1.306 -4.842
H 2.177 3.086 4.607
C 1.507 2.646 3.813
H -0.788 -2.128 0.760
C -0.149 -1.981 -4.496
H -1.924 0.902 1.274
H -1.295 -3.999 -2.990
C 0.809 1.535 4.081
H 1.924 4.303 2.524
C 0.586 -1.034 -2.238
C 0.010 -2.096 -2.990
H -0.626 0.690 -0.079
C 0.758 2.765 1.490
H 0.622 1.084 5.065
H -1.778 -3.567 -0.538
C -0.017 1.691 1.781
H -1.473 2.340 0.338
H -0.058 -2.960 -4.969
C -0.946 -3.069 -1.152
C 0.270 -1.104 -0.901
C -1.037 1.341 0.724
H 0.655 3.097 0.453
H 0.533 -1.271 -4.989
C -0.024 1.101 3.024
H 1.220 -0.219 -2.549
H -0.798 0.432 3.304
C 1.531 3.277 2.604
H 0.531 -0.282 -0.306
*
```



4.
Here is a molecular structure, C21H47O2OsP3 from the Open Molecules 2025 dataset. Energies are from ωB97M-V/def2-TZVPD.

Molar mass, g mol⁻¹: 614.76
HOMO-LUMO gap (alpha / beta), eV: 8.79 / 4.83
⟨S²⟩: 6.049

ORCA input file:
```
! wB97M-V def2-TZVPD RIJCOSX def2/J DEFGRID3
* xyz 4 5
C 2.342 2.109 -0.614
H 2.404 1.360 -1.412
H -3.432 -0.436 2.319
H 1.849 3.680 1.638
H 0.205 3.027 1.814
H 1.667 2.914 -0.932
C -2.049 4.362 -5.582
H -3.824 -1.320 -1.482
H -2.018 0.906 3.298
C -1.025 0.722 3.725
P -0.180 -0.680 2.873
H -0.687 -3.058 3.057
H -0.140 -2.903 -1.218
H -2.202 -2.106 3.147
H 2.613 -4.090 -1.682
H -0.363 1.271 0.815
H -1.602 5.360 -5.438
H 3.099 -3.078 0.208
P 1.730 1.335 0.928
C -1.148 -2.141 3.453
H -0.429 1.639 3.649
C 3.308 0.778 1.695
H -1.669 2.310 -6.095
O -0.122 0.135 -1.357
H 1.468 2.594 3.014
H -3.143 4.305 -5.541
H 1.484 -2.004 4.071
C -1.261 2.260 -1.334
H -1.900 2.019 -0.489
H -3.205 1.020 1.296
C 0.787 -3.347 -0.828
C -2.460 -2.726 0.504
H -2.736 -3.150 -0.474
H -2.180 -1.137 -2.160
H -0.182 4.889 -3.177
H 0.896 3.063 -4.463
O 1.100 -2.606 0.379
C -2.890 -0.739 -1.420
C 0.090 1.515 -3.225
C 0.315 2.832 -3.572
H 3.344 2.521 -0.437
H 0.554 -4.376 -0.519
H 2.339 -2.340 -1.996
H -1.159 0.482 4.787
H 1.386 -3.583 -2.840
H 1.401 -4.483 2.379
H -0.199 3.469 -6.103
C 1.864 -3.323 -1.891
H 2.594 -2.319 1.721
C 2.187 -4.445 1.613
C -3.423 -0.056 1.288
H 4.152 1.265 1.191
H -1.559 -3.241 0.873
H 3.330 1.049 2.758
H -3.291 -2.877 1.212
H 2.226 -0.582 3.320
H 1.295 -0.398 4.802
C 2.314 -3.076 0.978
H 3.432 -0.304 1.565
H -3.096 0.317 -1.646
C -0.274 3.860 -2.826
C 1.344 -0.940 3.851
C -1.270 3.318 -5.919
H 3.143 -4.689 2.087
P -2.161 -0.923 0.266
C 1.270 2.801 1.954
H 2.001 -5.208 0.853
H 0.452 0.676 -3.811
H -1.114 -2.199 4.552
C -1.099 3.576 -1.744
Os 0.022 -0.303 0.651
H -1.614 4.393 -1.240
H -4.418 -0.204 0.841
C -0.482 1.255 -1.955
*
```